Here is a 13-piece molecular cluster, C57H146N6O19 overall from the Open Molecules 2025 dataset. Energies are from wB97M-V/def2-TZVPD.

Geometry as XYZ:
```
228
Properties=species:S:1:pos:R:3:mulliken_charge:R:1
C -3.50 7.83 -1.20 -0.80
O -2.43 6.88 -0.87 -0.15
C -1.18 7.50 -0.51 -0.91
C 0.01 6.66 -0.77 -0.54
N -0.10 5.42 -0.06 0.63
C 0.79 4.39 -0.51 -1.91
C 1.10 3.34 0.46 3.64
O 1.84 4.03 1.52 -0.92
C 2.56 3.17 2.41 -1.00
H -3.79 8.41 -0.33 0.31
H -4.36 7.23 -1.59 0.16
H -3.15 8.50 -2.01 0.34
H -1.26 7.80 0.55 0.27
H -1.10 8.51 -1.00 0.51
H 0.98 7.17 -0.50 0.33
H 0.03 6.48 -1.85 0.36
H -1.03 5.11 -0.13 -0.28
H 1.73 4.91 -0.78 0.81
H 0.44 3.99 -1.50 0.36
H 1.70 2.51 0.09 -0.87
H 0.17 2.84 0.85 -1.23
H 2.80 3.78 3.30 0.63
H 3.46 2.80 1.96 0.11
H 1.89 2.41 2.69 0.48
C -10.56 -3.27 1.03 -0.77
O -9.52 -2.92 0.20 -0.25
C -8.27 -3.22 0.79 -0.39
C -7.20 -2.73 -0.07 -0.26
N -5.96 -2.61 0.63 0.03
C -5.83 -1.28 1.20 0.31
C -4.86 -1.29 2.38 -0.42
O -4.79 -0.01 2.96 -0.51
C -4.25 1.04 2.29 -0.30
H -10.50 -2.87 2.11 0.27
H -10.71 -4.35 1.14 0.30
H -11.49 -3.02 0.54 0.27
H -8.12 -4.29 0.94 0.32
H -8.19 -2.68 1.79 0.26
H -7.60 -1.80 -0.52 -0.03
H -7.11 -3.39 -0.96 0.31
H -5.14 -2.78 0.04 -0.03
H -6.74 -0.91 1.57 0.67
H -5.43 -0.54 0.41 -0.68
H -3.84 -1.62 2.05 0.04
H -5.22 -1.99 3.16 0.30
H -3.86 1.76 3.01 0.09
H -5.01 1.52 1.76 0.49
H -3.44 0.76 1.59 0.06
C 1.56 0.03 -4.17 -0.61
O 2.44 1.05 -3.90 -0.50
C 2.81 1.28 -2.61 1.70
C 3.80 2.44 -2.60 -1.36
N 4.35 2.76 -1.29 0.47
C 5.22 3.92 -1.38 -1.04
C 5.63 4.36 -0.03 0.39
O 6.06 5.68 -0.08 -0.43
C 6.70 6.03 1.19 -0.64
H 0.81 -0.25 -3.39 0.04
H 2.06 -0.94 -4.54 0.25
H 1.04 0.40 -5.06 0.40
H 3.24 0.39 -2.17 -0.63
H 1.95 1.49 -2.01 -0.36
H 3.34 3.32 -3.08 0.41
H 4.57 2.15 -3.29 0.55
H 3.49 2.85 -0.72 -0.50
H 4.85 4.83 -1.86 0.41
H 6.14 3.69 -1.93 0.37
H 6.32 3.66 0.42 0.14
H 4.64 4.35 0.55 -0.06
H 7.11 7.03 1.03 0.31
H 7.59 5.33 1.37 0.27
H 6.04 5.92 2.07 0.23
C 5.23 -7.03 2.41 -0.69
O 5.91 -6.60 1.23 -0.26
C 5.14 -6.70 0.00 -0.88
C 4.77 -5.29 -0.30 0.26
N 4.05 -5.14 -1.56 -0.21
C 3.21 -4.01 -1.66 -1.19
C 3.94 -2.64 -1.60 1.75
O 4.95 -2.61 -2.52 -0.55
C 5.89 -1.55 -2.27 -0.69
H 5.18 -8.14 2.45 0.31
H 4.23 -6.71 2.46 0.37
H 5.83 -6.68 3.27 0.18
H 4.29 -7.39 -0.01 0.33
H 5.92 -7.06 -0.69 0.27
H 5.74 -4.72 -0.36 0.24
H 4.15 -4.87 0.50 -0.34
H 4.73 -5.19 -2.31 0.39
H 2.50 -4.04 -0.83 0.05
H 2.66 -4.00 -2.57 0.55
H 4.27 -2.38 -0.60 -0.02
H 3.19 -1.85 -1.81 -0.54
H 6.63 -1.92 -1.60 0.35
H 5.45 -0.67 -1.88 0.11
H 6.40 -1.20 -3.16 0.29
C 6.60 0.68 1.80 -0.90
O 5.82 -0.01 2.77 0.24
C 6.08 0.34 4.08 -0.87
C 5.16 -0.40 4.93 -0.23
N 3.81 0.03 4.73 0.17
C 2.68 -0.35 5.59 -0.68
C 1.56 0.58 5.27 -0.77
O 1.16 0.34 3.93 0.55
C -0.16 0.83 3.64 -0.96
H 6.32 0.27 0.84 0.04
H 7.64 0.53 1.92 0.49
H 6.35 1.78 1.81 0.20
H 5.96 1.39 4.26 0.43
H 7.09 0.05 4.34 0.43
H 5.47 -0.15 5.94 0.44
H 5.31 -1.46 4.76 -0.14
H 3.50 0.21 3.77 -0.30
H 2.94 -0.14 6.66 0.43
H 2.43 -1.38 5.58 0.14
H 1.86 1.66 5.34 0.19
H 0.68 0.49 5.93 0.57
H -0.88 0.05 3.92 0.33
H -0.22 0.93 2.54 -0.16
H -0.46 1.82 4.08 0.43
C 3.23 -1.97 1.66 0.07
O 2.15 -2.01 0.73 0.56
C 1.55 -0.76 0.42 1.58
C 0.27 -1.10 -0.39 -0.76
N -0.32 0.10 -0.93 1.90
C -1.49 -0.23 -1.71 0.59
C -2.14 1.10 -2.17 -0.93
O -2.44 1.80 -1.05 0.46
C -2.56 3.23 -1.15 -0.47
H 4.04 -1.29 1.29 0.13
H 3.53 -3.04 1.79 -0.13
H 2.78 -1.61 2.61 -0.60
H 2.21 -0.14 -0.21 -0.73
H 1.30 -0.18 1.29 -0.93
H -0.47 -1.70 0.20 -0.23
H 0.57 -1.72 -1.19 0.41
H -0.61 0.78 -0.19 -0.89
H -2.26 -0.90 -1.12 -0.23
H -1.32 -0.75 -2.65 -0.70
H -3.03 0.87 -2.77 0.26
H -1.38 1.57 -2.81 0.36
H -1.68 3.69 -1.61 -0.04
H -2.64 3.67 -0.14 -0.19
H -3.40 3.51 -1.76 0.29
C -2.05 4.47 2.57 -0.20
C -1.00 5.33 3.20 0.81
C -1.58 6.08 4.40 -1.86
O 0.09 4.41 3.67 -0.65
H -1.67 3.90 1.66 -0.70
H -2.87 5.21 2.27 0.35
H -2.48 3.76 3.25 0.49
H -0.57 6.09 2.59 0.22
H -0.85 6.49 5.03 0.48
H -2.15 5.35 5.02 0.35
H -2.29 6.88 4.10 0.36
H 0.80 4.41 3.01 0.29
C -1.52 -4.56 -1.36 -0.20
C -3.00 -4.73 -1.50 0.49
C -3.74 -5.69 -0.53 -1.50
O -3.69 -3.49 -1.32 -0.13
H -1.20 -3.91 -2.18 -0.01
H -1.04 -5.58 -1.25 0.48
H -1.29 -4.07 -0.37 -0.35
H -3.25 -5.05 -2.50 0.25
H -3.39 -6.69 -0.71 0.49
H -4.86 -5.68 -0.62 0.26
H -3.50 -5.40 0.45 0.22
H -3.61 -2.93 -2.09 -0.08
C -6.29 0.76 -1.96 -0.22
C -7.42 0.58 -3.03 0.14
C -6.91 0.16 -4.41 -1.38
O -8.19 -0.56 -2.56 -0.45
H -6.82 0.84 -1.01 0.30
H -5.74 1.77 -2.17 0.15
H -5.66 -0.13 -1.98 -0.14
H -8.11 1.45 -3.14 0.42
H -6.23 0.89 -4.92 0.15
H -7.72 0.05 -5.10 0.44
H -6.55 -0.84 -4.35 0.35
H -9.11 -0.33 -2.60 0.26
C -1.10 -2.30 -5.20 -1.06
C -2.41 -1.56 -5.45 1.21
C -2.99 -2.03 -6.69 -1.72
O -3.32 -1.85 -4.35 -0.17
H -1.32 -3.27 -4.82 0.37
H -0.41 -1.84 -4.44 -0.23
H -0.57 -2.56 -6.16 0.42
H -2.13 -0.50 -5.54 0.03
H -2.99 -3.15 -6.68 0.31
H -2.32 -1.86 -7.54 0.44
H -3.93 -1.65 -7.03 0.44
H -4.20 -1.46 -4.49 0.03
C -5.61 3.73 -6.26 -1.78
C -4.84 3.67 -4.95 1.57
C -3.37 4.09 -5.09 -1.28
O -5.53 4.37 -3.90 -0.52
H -5.59 4.74 -6.53 0.55
H -6.60 3.49 -6.12 0.46
H -5.03 3.14 -7.03 0.33
H -4.80 2.63 -4.56 -0.56
H -2.93 3.63 -6.08 0.26
H -2.79 3.87 -4.23 0.18
H -3.20 5.14 -5.26 0.44
H -5.46 5.29 -4.19 0.34
C 8.24 -3.88 1.77 -1.34
C 7.37 -3.27 2.82 1.38
C 6.43 -4.24 3.51 -0.51
O 8.29 -2.73 3.78 -0.66
H 8.89 -3.29 1.18 0.48
H 7.67 -4.30 0.94 0.12
H 8.83 -4.74 2.20 0.27
H 6.81 -2.51 2.37 -0.39
H 5.66 -4.54 2.81 -0.37
H 5.87 -3.75 4.30 0.20
H 7.10 -5.08 3.93 0.38
H 7.75 -2.35 4.50 0.33
C 0.17 -3.04 3.91 0.02
C -0.09 -4.51 4.03 0.35
C -1.02 -4.98 2.87 -1.29
O 1.14 -5.20 4.01 -0.54
H -0.71 -2.48 4.38 0.30
H 0.26 -2.66 2.90 -0.40
H 1.06 -2.82 4.55 -0.09
H -0.56 -4.73 5.03 0.21
H -0.55 -4.73 1.87 0.29
H -2.09 -4.63 2.96 0.33
H -1.07 -6.09 2.92 0.47
H 0.95 -6.01 3.51 0.33
```

Output
Largest force on an atom = 3.78 eV/Å
Frontier orbital gap = 8.63 eV
Molar mass = 1219.818 Da
Relative energy (zero: lowest compared OMol25 entry of this formula, charge and spin) = 2.5882 eV

---

Here is C46H64F3N2O2PSeTeTm as an isolated structure from the Open Molecules 2025 dataset. Energies are from wB97M-V/def2-TZVPD.

Geometry as XYZ:
```
121
Properties=species:S:1:pos:R:3:mulliken_charge:R:1
Tm -0.85 3.18 1.07 -0.17
O 2.63 5.03 1.75 -0.76
H 1.95 4.97 2.43 0.34
H 2.14 4.82 0.94 0.40
C 0.17 2.90 3.28 -1.04
H -0.47 3.04 4.16 0.12
H 1.19 3.15 3.63 0.27
Se -5.23 0.79 2.33 -0.34
C -3.87 1.67 1.75 0.04
N -2.92 2.27 1.41 -0.56
C 0.82 -5.00 1.09 -1.05
C -0.01 -4.60 2.32 -0.97
C -0.32 -3.10 2.34 -0.52
C 0.89 -2.28 1.89 0.92
C 1.22 -2.62 0.43 0.46
C 0.66 -3.97 -0.02 -0.38
P 0.61 -0.41 1.98 0.68
C 0.34 -0.04 3.81 1.69
C 1.32 -0.63 4.84 -0.71
C 0.65 -1.65 5.76 -0.54
C -0.50 -1.02 6.55 -0.88
C -1.23 0.06 5.73 -0.94
C -1.11 -0.22 4.23 -0.06
C 2.39 0.28 1.85 0.09
C 2.52 0.99 0.51 1.25
C 3.73 1.93 0.50 -0.68
C 4.96 1.26 1.13 -0.95
C 4.78 -0.25 1.16 -0.84
C 3.61 -0.63 2.07 -0.84
H 0.52 -5.99 0.73 0.45
H 1.88 -5.06 1.35 0.34
H 0.55 -4.87 3.23 0.32
H -0.95 -5.16 2.34 0.47
H -0.61 -2.83 3.35 0.05
H -1.17 -2.89 1.69 -0.15
H 1.72 -2.56 2.56 0.80
H 2.31 -2.63 0.29 0.35
H 0.82 -1.84 -0.23 -1.11
H 1.17 -4.29 -0.93 0.46
H -0.40 -3.87 -0.27 -0.05
H 0.47 1.09 3.76 -1.64
H 1.71 0.18 5.47 0.41
H 2.16 -1.10 4.34 0.09
H 1.39 -2.05 6.46 0.51
H 0.28 -2.48 5.17 -0.07
H -0.12 -0.57 7.47 0.33
H -1.21 -1.80 6.84 0.33
H -0.80 1.04 5.93 0.29
H -2.29 0.10 6.02 0.53
H -1.73 0.48 3.66 -0.07
H -1.49 -1.22 4.02 0.31
H 2.40 1.06 2.61 0.74
H 1.61 1.58 0.33 -0.81
H 2.59 0.26 -0.30 -0.75
H 3.49 2.84 1.05 0.15
H 3.95 2.22 -0.53 0.43
H 5.10 1.61 2.16 0.34
H 5.87 1.52 0.58 0.52
H 5.69 -0.74 1.52 0.53
H 4.60 -0.61 0.14 0.19
H 3.95 -0.55 3.11 0.39
H 3.38 -1.68 1.89 0.06
F -3.04 6.21 1.11 -0.23
C -1.79 5.86 0.61 -0.61
F -1.20 5.30 1.83 -0.24
F -2.13 4.63 -0.08 0.08
C 0.64 -5.65 -4.65 -1.72
C 0.40 -4.23 -4.21 0.90
C 1.44 -3.44 -3.74 -0.94
C 1.23 -2.14 -3.33 1.18
C 2.43 -1.34 -2.91 -0.61
C -0.05 -1.56 -3.34 -1.01
Te -0.20 0.49 -2.23 0.73
N -0.28 2.33 -0.86 1.13
C 0.39 3.40 -1.03 1.38
O 0.66 4.21 -0.04 -0.62
C 0.85 3.83 -2.39 -0.56
C 0.27 4.97 -2.94 -0.38
C 0.57 5.35 -4.23 -0.72
C 1.46 4.60 -4.98 -0.59
C 2.05 3.47 -4.43 -1.04
C 1.74 3.08 -3.14 0.49
C -2.32 0.52 -1.98 -0.16
C -2.97 -0.45 -1.21 0.63
C -2.21 -1.56 -0.57 -0.51
C -4.34 -0.39 -1.05 -0.56
C -5.10 0.62 -1.60 0.86
C -6.59 0.66 -1.42 -1.84
C -4.44 1.60 -2.33 -0.95
C -3.07 1.56 -2.53 1.16
C -2.42 2.65 -3.33 -1.61
C -1.07 -2.33 -3.90 1.74
C -2.44 -1.75 -4.09 -1.73
C -0.85 -3.64 -4.31 -0.83
H 1.46 -6.09 -4.09 0.37
H 0.91 -5.68 -5.71 0.31
H -0.25 -6.26 -4.51 0.38
H 2.44 -3.86 -3.70 0.26
H 3.27 -1.99 -2.65 0.41
H 2.18 -0.72 -2.05 -0.92
H 2.74 -0.68 -3.71 0.34
H -0.42 5.56 -2.34 0.41
H 0.11 6.23 -4.67 0.39
H 1.70 4.89 -6.00 0.37
H 2.73 2.88 -5.02 0.40
H 2.21 2.22 -2.70 0.43
H -1.58 -2.06 -1.31 -0.55
H -2.89 -2.29 -0.13 0.70
H -1.57 -1.15 0.21 -0.52
H -4.84 -1.16 -0.47 0.20
H -6.90 -0.11 -0.71 0.34
H -7.11 0.50 -2.36 0.35
H -6.90 1.63 -1.02 0.38
H -5.01 2.42 -2.76 0.29
H -3.15 3.19 -3.92 0.56
H -1.65 2.24 -3.98 0.22
H -1.94 3.34 -2.64 0.01
H -2.39 -0.67 -4.14 0.13
H -3.10 -2.01 -3.27 0.20
H -2.89 -2.13 -5.01 0.56
H -1.68 -4.21 -4.71 0.39
```

Output
Largest force on an atom = 2.52 eV/Å
Net charge = -2
Frontier orbital gap (spin up / spin down) = 6.25 / 6.25 eV
Molar mass = 1140.492 Da
Multiplicity = 4
Expectation value of S² = 3.76

---

Here is a 15-piece molecular cluster, H30O15 overall from the Open Molecules 2025 dataset. Energies are from wB97M-V/def2-TZVPD.

Geometry as XYZ:
```
45
Properties=species:S:1:pos:R:3:mulliken_charge:R:1
O 0.67 -3.12 -0.52 -0.71
H 0.30 -2.25 -0.76 0.16
H -0.08 -3.72 -0.65 0.31
O -1.49 -1.29 -2.87 -0.63
H -1.24 -2.03 -3.46 0.34
H -0.65 -0.85 -2.83 0.32
O -1.80 0.53 1.58 -0.71
H -1.46 -0.01 0.90 0.21
H -2.67 0.58 1.23 0.36
O -0.28 0.63 3.90 -0.66
H -0.79 0.69 3.09 0.44
H -0.88 1.02 4.59 0.30
O -3.09 0.99 -3.08 -0.62
H -2.92 1.91 -3.19 0.24
H -2.28 0.65 -2.77 0.37
O 1.44 0.82 1.61 -0.56
H 1.32 1.28 2.42 0.33
H 1.81 -0.01 1.88 0.34
O -0.97 1.81 -1.50 -0.58
H -0.39 2.13 -2.19 0.22
H -1.65 2.50 -1.35 0.32
O 0.80 -0.12 -3.06 -0.69
H 1.23 0.64 -2.66 0.29
H 1.38 -0.89 -2.98 0.28
O 2.95 -0.55 -0.56 -0.55
H 3.90 -0.46 -0.43 0.25
H 2.94 -1.16 -1.30 0.24
O 2.10 -1.82 1.81 -0.76
H 2.39 -1.58 0.94 0.27
H 2.42 -2.67 2.05 0.33
O 3.31 2.40 1.10 -0.71
H 2.62 1.73 1.33 0.51
H 3.03 3.24 1.49 0.29
O -0.12 -0.33 -0.37 0.66
H 0.37 -0.03 0.46 -0.07
H -0.36 0.45 -0.83 -0.05
O -0.77 2.89 1.14 -0.72
H -1.09 2.02 1.34 0.44
H -0.19 2.85 0.37 0.30
O -3.24 -0.55 -0.53 -0.68
H -4.03 -0.50 -1.07 0.31
H -2.39 -0.51 -0.98 0.23
O -0.41 -2.32 2.12 -0.60
H -0.11 -2.49 3.07 0.29
H 0.35 -2.48 1.53 0.35
```

Output
Largest force on an atom = 2.92 eV/Å
Frontier orbital gap = 9.74 eV
Molar mass = 270.225 Da
Relative energy (zero: lowest compared OMol25 entry of this formula, charge and spin) = 2.1102 eV